Record 1
{
  "formula": "C5H15N2O",
  "method": "ωB97M-V/def2-TZVPD",
  "homo_lumo_gap_ev": 8.51,
  "e_homo_ev": -12.75,
  "spin_multiplicity": 1,
  "charge": 1,
  "symbols": ["C", "C", "C", "C", "C", "N", "N", "O", "H", "H", "H", "H", "H", "H", "H", "H", "H", "H", "H", "H", "H", "H", "H"],
  "xyz": [[-1.780, 2.098, -1.243], [2.458, -0.665, 0.172], [0.550, -2.168, 0.201], [-0.654, 1.120, -0.851], [-0.401, 1.197, 0.614], [-1.292, 0.900, 1.508], [1.173, -0.987, 0.763], [0.557, 1.413, -1.487], [-1.510, 3.111, -0.958], [-1.921, 2.065, -2.319], [-2.720, 1.832, -0.771], [2.817, 0.282, 0.572], [3.210, -1.440, 0.367], [2.337, -0.564, -0.906], [0.401, -2.015, -0.868], [1.167, -3.064, 0.328], [-0.412, -2.340, 0.681], [-0.985, 0.095, -1.106], [0.548, 1.625, 0.910], [-2.198, 0.531, 1.244], [-1.118, 1.016, 2.499], [1.268, -1.087, 1.771], [0.401, 1.672, -2.404]],
  "mulliken_charge": [-1.43, -0.92, -0.98, 0.44, -0.07, -0.23, -0.19, -0.48, 0.36, 0.43, 0.43, 0.30, 0.35, 0.31, 0.32, 0.36, 0.30, 0.14, 0.39, 0.27, 0.29, 0.26, 0.34]
}

Record 2
{
  "formula": "C5H15N2O",
  "method": "ωB97M-V/def2-TZVPD",
  "homo_lumo_gap_ev": 11.28,
  "e_homo_ev": -14.52,
  "spin_multiplicity": 1,
  "charge": 1,
  "symbols": ["C", "C", "C", "C", "N", "C", "N", "H", "H", "H", "H", "H", "H", "H", "H", "H", "H", "H", "H", "H", "H", "H", "O"],
  "xyz": [[1.846, 0.478, -2.367], [1.937, -0.031, -0.957], [0.666, -0.810, -0.508], [-0.438, 0.243, -0.285], [-2.440, 1.773, 1.306], [-1.602, 0.892, 1.819], [-0.638, 0.329, 1.174], [1.851, -0.314, -3.122], [0.999, 1.120, -2.622], [2.705, 1.095, -2.648], [2.861, -0.556, -0.732], [2.003, 0.813, -0.255], [0.396, -1.437, -1.333], [0.909, -1.450, 0.340], [-1.369, 0.078, -0.835], [-0.153, 1.243, -0.621], [-2.278, 2.117, 0.369], [-3.390, 1.869, 1.621], [-1.703, 0.622, 2.863], [-0.011, -0.307, 1.651], [-1.319, -2.327, 1.257], [-0.380, -3.122, 2.205], [-0.455, -2.318, 1.679]],
  "mulliken_charge": [-1.21, -0.54, -0.72, -0.92, -0.33, 0.07, -0.05, 0.33, 0.32, 0.37, 0.37, 0.28, 0.35, 0.48, 0.44, 0.55, 0.24, 0.26, 0.39, 0.35, 0.29, 0.29, -0.60]
}

Record 3
{
  "formula": "C5H15N2O2",
  "method": "ωB97M-V/def2-TZVPD",
  "homo_lumo_gap_ev": 10.51,
  "e_homo_ev": -13.71,
  "spin_multiplicity": 1,
  "charge": 1,
  "symbols": ["N", "C", "C", "N", "C", "C", "C", "O", "H", "H", "H", "H", "H", "H", "H", "H", "H", "H", "H", "H", "H", "H", "H", "O"],
  "xyz": [[-1.998, 1.598, -0.050], [-0.554, 1.469, -0.271], [-0.391, 0.207, -1.201], [0.891, -0.110, -1.498], [2.055, 0.244, -0.656], [2.109, -0.316, 0.727], [1.578, -1.750, 0.761], [-1.406, -0.338, -1.563], [-2.329, 2.362, 0.535], [-2.418, 1.819, -0.959], [-2.412, 0.759, 0.440], [-0.138, 2.242, -0.988], [0.052, 1.313, 0.660], [1.011, -0.939, -2.066], [2.002, 1.367, -0.535], [3.002, -0.015, -1.166], [1.576, 0.336, 1.432], [3.176, -0.265, 1.175], [2.330, -2.542, 0.568], [0.862, -2.016, -0.022], [1.368, -1.998, 1.849], [-3.654, -1.416, 0.227], [-3.341, -1.252, 1.719], [-3.371, -0.761, 0.883]],
  "mulliken_charge": [-0.18, -0.76, 0.61, -0.12, -0.89, -0.22, -1.09, -0.60, 0.39, 0.37, 0.25, 0.35, 0.28, 0.35, 0.27, 0.46, 0.23, 0.40, 0.32, 0.28, 0.31, 0.32, 0.32, -0.66]
}

Record 4
{
  "formula": "C5H15N2OS",
  "method": "ωB97M-V/def2-TZVPD",
  "homo_lumo_gap_ev": 10.03,
  "e_homo_ev": -13.19,
  "spin_multiplicity": 1,
  "charge": 1,
  "symbols": ["C", "C", "C", "C", "C", "N", "N", "O", "S", "H", "H", "H", "H", "H", "H", "H", "H", "H", "H", "H", "H", "H", "H", "H"],
  "xyz": [[-0.653, -0.118, 1.831], [1.632, -0.664, 1.395], [0.652, 1.169, 0.335], [-0.213, 1.257, -0.978], [-1.594, -0.516, -2.611], [0.370, -0.165, 0.851], [-0.029, 0.091, -1.771], [-2.420, 0.452, -2.914], [-2.055, -1.672, -1.225], [-1.557, 0.332, 1.479], [-1.050, -1.172, 1.973], [-0.394, 0.462, 2.754], [2.177, -0.055, 2.207], [1.627, -1.773, 1.714], [2.310, -0.873, 0.534], [1.735, 1.266, 0.073], [0.488, 1.959, 0.992], [-0.034, 2.116, -1.619], [-1.357, 1.436, -0.790], [-1.156, -1.165, -3.463], [0.786, 0.310, -2.438], [0.033, -0.585, -1.016], [-2.858, 0.773, -2.027], [-1.245, -2.762, -1.356]],
  "mulliken_charge": [-1.19, -1.09, -0.91, -0.59, -0.04, 0.16, -0.12, -0.39, -0.15, 0.37, 0.33, 0.34, 0.31, 0.30, 0.41, 0.43, 0.46, 0.47, 0.17, 0.37, 0.37, 0.29, 0.46, 0.22]
}

Record 5
{
  "formula": "C5H15N2S",
  "method": "ωB97M-V/def2-TZVPD",
  "homo_lumo_gap_ev": 8.61,
  "e_homo_ev": -12.12,
  "spin_multiplicity": 1,
  "charge": 1,
  "symbols": ["C", "C", "C", "S", "H", "H", "H", "H", "H", "H", "H", "H", "C", "N", "C", "N", "H", "H", "H", "H", "H", "H", "H"],
  "xyz": [[-0.891, 0.307, -2.751], [-1.856, -0.294, -1.724], [-1.187, -0.701, -0.430], [-2.397, -1.394, 0.780], [-1.466, 0.609, -3.620], [-0.171, -0.443, -3.090], [-0.345, 1.160, -2.344], [-2.670, 0.412, -1.537], [-2.363, -1.146, -2.179], [-0.764, 0.175, 0.066], [-0.475, -1.505, -0.589], [-1.724, -2.523, 1.043], [2.049, -0.622, 0.366], [0.836, 1.786, 2.852], [1.060, 0.700, 2.146], [1.851, 0.617, 1.115], [1.527, -0.579, -0.588], [1.638, -1.471, 0.906], [3.111, -0.744, 0.163], [1.280, 2.675, 2.661], [0.093, 1.744, 3.536], [0.570, -0.216, 2.460], [2.295, 1.453, 0.759]],
  "mulliken_charge": [-1.20, -0.46, -0.42, -0.19, 0.36, 0.32, 0.29, 0.37, 0.34, 0.13, 0.31, 0.14, -0.68, -0.35, 0.31, -0.17, 0.21, 0.33, 0.33, 0.23, 0.27, 0.31, 0.22]
}

Record 6
{
  "formula": "C5H15N2Si",
  "method": "ωB97M-V/def2-TZVPD",
  "homo_lumo_gap_ev": 10.17,
  "e_homo_ev": -13.95,
  "spin_multiplicity": 1,
  "charge": 1,
  "symbols": ["C", "C", "C", "C", "C", "N", "N", "Si", "H", "H", "H", "H", "H", "H", "H", "H", "H", "H", "H", "H", "H", "H", "H"],
  "xyz": [[-2.371, 0.269, -0.323], [1.938, 0.787, -1.225], [1.985, 0.204, 1.859], [0.460, -1.889, -0.199], [-0.552, 1.169, 0.601], [-2.920, 0.934, -1.327], [-2.806, -0.881, 0.082], [1.006, 0.015, 0.188], [2.849, 1.341, -0.861], [2.277, -0.063, -1.870], [1.346, 1.569, -1.789], [2.175, -0.756, 2.286], [2.902, 0.750, 1.811], [1.451, 0.651, 2.670], [-0.245, -1.840, -0.961], [1.441, -2.286, -0.576], [0.235, -2.630, 0.604], [-0.781, 2.220, 0.069], [-0.879, 1.216, 1.646], [-2.517, 1.780, -1.828], [-3.808, 0.652, -1.778], [-2.205, -1.350, 0.804], [-3.642, -1.403, -0.234]],
  "mulliken_charge": [0.40, -1.01, -1.27, -1.22, -0.73, -0.38, -0.33, 0.64, 0.34, 0.31, 0.30, 0.37, 0.38, 0.37, 0.41, 0.34, 0.33, 0.36, 0.43, 0.25, 0.22, 0.27, 0.22]
}

Record 7
{
  "formula": "C5H15N3",
  "method": "ωB97M-V/def2-TZVPD",
  "homo_lumo_gap_ev": [2.50, 8.67],
  "s_squared": 0.75,
  "e_homo_ev": [1.51, -4.70],
  "spin_multiplicity": 2,
  "charge": -1,
  "symbols": ["C", "C", "C", "C", "N", "C", "N", "N", "H", "H", "H", "H", "H", "H", "H", "H", "H", "H", "H", "H", "H", "H", "H"],
  "xyz": [[1.073, -1.300, -1.635], [0.278, -0.006, -1.552], [-1.212, -0.204, -1.305], [-1.671, -0.083, 0.167], [-1.085, 1.086, 0.859], [-0.159, 0.823, 1.921], [1.148, 1.543, 1.791], [1.282, -1.842, -0.286], [2.003, -1.130, -2.187], [0.462, -2.028, -2.186], [0.474, 0.584, -2.452], [0.699, 0.551, -0.728], [-1.811, 0.567, -1.811], [-1.549, -1.155, -1.733], [-2.743, 0.109, 0.162], [-1.460, -0.997, 0.722], [-0.816, 1.768, 0.167], [-0.584, 1.082, 2.892], [0.128, -0.208, 1.975], [1.145, 2.265, 1.070], [1.291, 2.076, 2.629], [1.472, -1.057, 0.327], [2.002, -2.550, -0.261]],
  "mulliken_charge": [-0.91, -0.80, -1.08, -0.78, -0.21, -1.32, -1.54, -0.52, 0.48, 0.33, 0.87, -0.42, 0.55, 0.44, 0.41, 0.45, 0.39, 0.52, 0.14, 0.44, 0.96, 0.30, 0.28]
}

Record 8
{
  "formula": "C5H15N3",
  "method": "ωB97M-V/def2-TZVPD",
  "homo_lumo_gap_ev": 6.70,
  "e_homo_ev": -5.74,
  "spin_multiplicity": 1,
  "symbols": ["C", "C", "C", "C", "C", "N", "N", "N", "H", "H", "H", "H", "H", "H", "H", "H", "H", "H", "H", "H", "H", "H", "H"],
  "xyz": [[0.501, -1.097, 0.611], [-1.470, 0.196, 1.294], [1.587, -0.593, 1.523], [0.441, 1.197, -1.865], [-0.997, 0.782, -2.131], [-0.809, -0.859, 0.850], [0.673, -2.372, -0.032], [-0.816, 1.343, 1.799], [-1.386, -1.584, 0.434], [-2.541, 0.142, 1.360], [1.338, -2.304, -0.804], [1.039, -3.074, 0.596], [-1.458, 2.119, 1.878], [-0.039, 1.601, 1.198], [1.199, 0.151, 2.210], [1.996, -1.419, 2.120], [2.419, -0.159, 0.963], [0.851, 0.611, -1.049], [1.048, 1.036, -2.747], [0.492, 2.255, -1.601], [-1.049, -0.290, -2.321], [-1.391, 1.303, -3.004], [-1.629, 1.015, -1.281]],
  "mulliken_charge": [0.15, -0.39, -1.25, -0.58, -0.75, 0.05, -0.69, -0.50, 0.29, 0.40, 0.23, 0.22, 0.29, 0.19, 0.38, 0.36, 0.24, 0.01, 0.34, 0.27, 0.22, 0.36, 0.17]
}